The following is a DFT calculation (wB97M-V/def2-TZVPD) of a cluster of 7 separate species, C18H52NO10P in total in a non-equilibrium geometry.

Output
- SMILES string = CCOCCO[PH2](C)CON=O.CCO.CCO.CCO.CCO.CCO.CCO
- multiplicity = 1
- highest occupied orbital energy (Eh) = -0.337
- total charge = 0
- orbital gap (eV) = 9.39

Last columns: bonded neighbours and bond lengths (Å).
Cartesian coordinates (Å):
1 P -2.829 -1.620 1.729  O3 1.741, C14 1.902, C15 1.932, H38 1.421, H57 1.436
2 O 1.729 9.820 2.578  C28 1.425, H68 0.961
3 O -3.774 -0.261 2.268  P1 1.741, C22 1.418
4 O -1.195 -3.906 2.219  N12 1.370, C15 1.471
5 O -0.504 -6.600 -0.318  C25 1.425, H42 0.962
6 O 0.635 -4.908 2.286  N12 1.187
7 O 1.668 -8.998 -5.786  C17 1.424, H32 0.961
8 O -1.508 1.219 1.090  C29 1.412, C30 1.429
9 O -2.122 -6.422 -3.323  C20 1.423, H48 0.965
10 O 1.041 4.622 1.805  C21 1.426, H49 0.965
11 O 0.570 7.401 0.146  C27 1.427, H39 0.962
12 N 0.139 -3.898 1.906  O4 1.370, O6 1.187
13 C 2.330 6.482 2.637  C21 1.514, H40 1.088, H65 1.092, H74 1.093
14 C -1.607 -1.323 3.156  P1 1.902, H50 1.109, H58 1.110, H81 1.108
15 C -1.964 -3.248 1.151  P1 1.932, O4 1.471, H64 1.118, H82 1.114
16 C 2.441 11.392 4.276  C28 1.517, H33 1.091, H62 1.093, H75 1.092
17 C 1.541 -8.823 -7.194  O7 1.424, C18 1.517, H55 1.095, H61 1.090
18 C 0.868 -10.027 -7.825  C17 1.517, H36 1.091, H53 1.093, H76 1.092
19 C 0.845 8.582 -1.949  C27 1.516, H43 1.091, H45 1.093, H67 1.092
20 C -1.124 -5.752 -4.085  O9 1.423, C26 1.517, H70 1.091, H80 1.096
21 C 2.343 5.026 2.223  O10 1.426, C13 1.514, H54 1.092, H73 1.095
22 C -3.927 0.763 1.299  O3 1.418, C29 1.573, H44 1.113, H66 1.119
23 C -0.719 -8.500 1.164  C25 1.516, H46 1.092, H51 1.092, H63 1.093
24 C -0.248 2.073 3.095  C30 1.560, H47 1.109, H52 1.114, H71 1.109
25 C 0.075 -7.851 0.047  O5 1.425, C23 1.516, H34 1.091, H60 1.095
26 C 0.180 -6.527 -4.060  C20 1.517, H31 1.092, H41 1.091, H69 1.093
27 C 0.497 7.270 -1.273  O11 1.427, C19 1.516, H35 1.091, H56 1.095
28 C 2.865 10.358 3.250  O2 1.425, C16 1.517, H37 1.095, H72 1.090
29 C -2.760 1.815 1.355  O8 1.412, C22 1.573, H59 1.123, H78 1.119
30 C -0.419 2.025 1.545  O8 1.429, C24 1.560, H77 1.112, H79 1.116
31 H 0.948 -6.021 -4.649  C26 1.092
32 H 2.198 -9.785 -5.637  O7 0.961
33 H 1.765 10.948 5.008  C16 1.091
34 H 0.076 -8.486 -0.840  C25 1.091
35 H 1.200 6.490 -1.569  C27 1.091
36 H -0.121 -10.183 -7.389  C18 1.091
37 H 3.537 10.801 2.508  C28 1.095
38 H -2.490 -0.996 0.498  P1 1.421
39 H -0.056 8.082 0.410  O11 0.962
40 H 2.015 7.110 1.806  C13 1.088
41 H 0.036 -7.532 -4.460  C26 1.091
42 H -0.495 -6.038 0.463  O5 0.962
43 H 1.849 8.903 -1.666  C19 1.091
44 H -4.126 0.401 0.265  C22 1.113
45 H 0.156 9.371 -1.639  C19 1.093
46 H -0.286 -9.463 1.443  C23 1.092
47 H -1.152 2.411 3.643  C24 1.109
48 H -1.796 -6.494 -2.418  O9 0.965
49 H 0.791 5.186 1.063  O10 0.965
50 H -1.805 -2.005 4.007  C14 1.109
51 H -1.754 -8.656 0.856  C23 1.092
52 H 0.559 2.809 3.310  C24 1.114
53 H 1.447 -10.935 -7.640  C18 1.093
54 H 2.638 4.388 3.059  C21 1.092
55 H 2.537 -8.667 -7.622  C17 1.095
56 H -0.512 6.947 -1.548  C27 1.095
57 H -4.011 -2.413 1.920  P1 1.436
58 H -0.561 -1.389 2.789  C14 1.110
59 H -3.004 2.662 0.659  C29 1.123
60 H 1.112 -7.684 0.354  C25 1.095
61 H 0.950 -7.923 -7.363  C17 1.090
62 H 1.901 12.213 3.797  C16 1.093
63 H -0.739 -7.856 2.047  C23 1.093
64 H -2.775 -3.984 0.921  C15 1.118
65 H 1.618 6.644 3.449  C13 1.092
66 H -4.835 1.343 1.598  C22 1.119
67 H 0.800 8.486 -3.036  C19 1.092
68 H 1.277 10.548 2.143  O2 0.961
69 H 0.542 -6.639 -3.035  C26 1.093
70 H -1.494 -5.659 -5.107  C20 1.091
71 H 0.067 1.104 3.533  C24 1.109
72 H 3.384 9.531 3.733  C28 1.090
73 H 3.048 4.862 1.400  C21 1.095
74 H 3.320 6.807 2.967  C13 1.093
75 H 3.307 11.802 4.799  C16 1.092
76 H 0.760 -9.895 -8.904  C18 1.092
77 H -0.455 3.049 1.114  C30 1.112
78 H -2.823 2.262 2.379  C29 1.119
79 H 0.503 1.569 1.111  C30 1.116
80 H -0.984 -4.745 -3.675  C20 1.096
81 H -1.766 -0.265 3.442  C14 1.108
82 H -1.313 -3.120 0.257  C15 1.114